C41H51Cl2GeN5O6S3SeTc as an isolated structure at a distorted geometry. Source: the Open Molecules 2025 dataset; level of theory: ωB97M-V/def2-TZVPD.

For the maximum force, the calculation gives 2.70 eV/A. Its relative energy (zero: lowest compared OMol25 entry of this formula, charge and spin) is 0.0 kJ/mol. The calculation puts the orbital gap (alpha / beta) at 6.020 / 6.775 eV. The molecular weight is 1126.57 g mol⁻¹. Its HOMO energy (alpha / beta) is -0.238 / -0.290 Eh. The total energy is -244686.71880 eV.

The geometry in ORCA input format:
```
! wB97M-V def2-TZVPD RIJCOSX def2/J DEFGRID3
* xyz 0 4
Tc 0.529 -1.401 0.432
S -1.582 -0.562 0.706
C -2.010 0.144 -0.803
N -3.153 0.877 -0.875
C -3.356 1.591 -2.121
C -3.363 0.587 -3.280
N -2.028 -0.081 -3.250
C -1.247 -0.255 -4.494
C -2.043 -0.847 -5.665
C -2.485 -2.137 -5.412
C -3.340 -2.798 -6.296
C -3.758 -2.163 -7.466
C -3.329 -0.855 -7.710
C -2.472 -0.168 -6.832
C -1.450 -0.370 -2.024
S -0.145 -1.532 -1.874
C -3.736 1.419 0.387
C -5.176 0.999 0.429
C -6.190 1.944 0.147
C -7.496 1.487 -0.177
C -7.794 0.128 -0.103
C -6.810 -0.772 0.346
C -5.507 -0.363 0.625
H -2.494 2.252 -2.323
H -4.265 2.154 -2.137
H -3.563 0.992 -4.259
H -4.086 -0.238 -3.107
H -0.391 -0.857 -4.211
H -0.822 0.717 -4.769
H -2.125 -2.696 -4.520
H -3.718 -3.774 -6.042
H -4.532 -2.652 -8.093
H -3.666 -0.328 -8.651
H -2.251 0.899 -7.098
H -3.631 2.514 0.348
H -3.131 1.056 1.239
H -5.905 3.005 0.113
H -8.294 2.171 -0.449
H -8.817 -0.276 -0.340
H -7.038 -1.844 0.417
H -4.738 -1.127 0.784
C 4.686 0.414 1.053
N 4.204 -0.452 2.144
C 4.442 0.049 3.527
C 3.790 -1.698 1.805
S 2.920 -2.017 0.284
N 4.223 -2.785 2.540
C 5.480 -2.673 3.298
C 3.762 -4.160 2.423
H 4.849 1.469 1.446
H 3.956 0.518 0.263
H 5.593 -0.001 0.635
H 4.193 1.093 3.504
H 5.471 -0.117 3.833
H 3.794 -0.504 4.230
H 6.256 -2.104 2.760
H 5.870 -3.664 3.383
H 5.328 -2.234 4.296
H 3.540 -4.602 3.410
H 4.559 -4.752 1.955
H 2.844 -4.293 1.860
C -2.673 -4.512 1.995
Ge -1.082 -4.698 0.787
C -1.802 -4.732 -1.028
C -0.208 -6.370 1.277
C 0.213 -3.193 0.899
H -2.369 -4.298 3.032
H -3.362 -5.389 1.958
H -3.283 -3.649 1.679
H -2.746 -5.288 -1.263
H -0.983 -5.063 -1.679
H -2.020 -3.695 -1.357
H -1.005 -7.089 1.545
H 0.514 -6.199 2.089
H 0.269 -6.767 0.385
H 1.091 -3.753 1.357
H -0.799 -2.901 3.151
Cl 2.560 5.978 -2.258
C 3.931 5.393 -1.304
C 5.038 5.021 -2.010
C 6.111 4.377 -1.354
C 6.055 4.198 0.056
C 4.914 4.528 0.790
Cl 4.847 4.199 2.456
C 3.865 5.150 0.111
N 2.673 5.600 0.712
C 2.046 4.888 1.795
C 1.770 5.565 3.040
C 1.154 4.884 4.103
C 0.984 3.510 3.965
C 1.136 2.829 2.766
C 1.642 3.487 1.630
C 1.715 2.824 0.261
C 0.817 1.618 0.080
O -0.418 1.824 -0.128
O 1.387 0.478 0.214
H 5.075 5.243 -3.095
H 6.889 3.982 -1.943
H 6.906 3.806 0.593
H 2.094 6.059 0.022
H 2.017 6.647 3.154
H 0.928 5.385 5.008
H 0.673 2.939 4.838
H 0.860 1.742 2.737
H 2.728 2.533 -0.027
H 1.294 3.551 -0.442
O -0.772 0.382 4.416
Se 0.084 -0.909 3.903
O 1.254 -1.548 4.867
O 0.820 -0.738 2.364
O -1.187 -2.159 3.612
*
```

Results of the Löwdin charge analysis, in e, for atoms 1 through 4: Tc 0.94; S 0.75; C -0.62; N -0.09